The following is a quantum chemistry calculation of a molecular structure, C38H46FeN6P3, from OMol25.

HOMO-LUMO gap	7.5246	eV
HOMO level	-9.540	eV
LUMO	-2.02	eV
relative energy (zero: lowest compared OMol25 entry of this formula, charge and spin)	0.000	eV
net charge	+1
energy	-111344.218	eV

Positions of all 94 atoms, in Å:
Fe (-0.1440, 0.4886, -0.0846)
C (1.8137, 0.2062, -2.7172)
P (0.0224, 0.4435, -2.4135)
C (-0.2708, 2.0604, -3.2253)
C (0.6976, 3.0631, -3.1320)
C (0.4570, 4.3225, -3.6641)
C (-0.7522, 4.5980, -4.2866)
C (-1.7207, 3.6089, -4.3797)
C (-1.4839, 2.3481, -3.8501)
C (-0.8351, -0.6922, -3.5446)
C (-2.1329, -1.0985, -3.2428)
C (-2.8229, -1.9615, -4.0820)
C (-2.2097, -2.4367, -5.2322)
C (-0.9179, -2.0350, -5.5449)
C (-0.2358, -1.1634, -4.7100)
C (2.5210, 0.6271, -1.4672)
C (3.8686, 0.8077, -1.2194)
C (3.9924, 1.0439, 0.1647)
C (2.7156, 0.9864, 0.6894)
C (2.2759, 1.0071, 2.1186)
P (0.4386, 0.9112, 2.1895)
C (-0.0481, -0.3727, 3.3863)
C (0.8279, -1.2098, 4.0636)
C (0.3427, -2.2073, 4.9051)
C (-1.0187, -2.3655, 5.0939)
C (-1.9070, -1.5092, 4.4501)
C (-1.4220, -0.5281, 3.6058)
C (0.0827, 2.4505, 3.1385)
C (0.5374, 3.6682, 2.6227)
C (0.3571, 4.8553, 3.3122)
C (-0.2793, 4.8529, 4.5464)
C (-0.7080, 3.6518, 5.0848)
C (-0.5249, 2.4612, 4.3917)
N (1.8056, 0.7561, -0.3064)
H (2.1227, 0.7705, -3.5995)
H (1.9996, -0.8474, -2.9409)
H (1.6408, 2.8656, -2.6329)
H (1.2184, 5.0881, -3.5931)
H (-0.9361, 5.5785, -4.7049)
H (-2.6600, 3.8148, -4.8759)
H (-2.2419, 1.5807, -3.9506)
H (-2.6172, -0.7297, -2.3464)
H (-3.8319, -2.2655, -3.8361)
H (-2.7376, -3.1177, -5.8861)
H (-0.4413, -2.4016, -6.4442)
H (0.7694, -0.8561, -4.9703)
H (4.6653, 0.7613, -1.9453)
H (4.9040, 1.2125, 0.7164)
H (2.5876, 1.9124, 2.6426)
H (2.7027, 0.1742, 2.6800)
H (1.8994, -1.1043, 3.9517)
H (1.0407, -2.8520, 5.4231)
H (-1.3909, -3.1389, 5.7519)
H (-2.9720, -1.6110, 4.6118)
H (-2.1209, 0.1652, 3.1478)
H (1.1189, 3.7114, 1.7081)
H (0.7322, 5.7791, 2.8919)
H (-0.4183, 5.7774, 5.0902)
H (-1.1823, 3.6310, 6.0571)
H (-0.8649, 1.5421, 4.8471)
N (-2.1914, 0.2591, 0.1915)
C (-2.8715, 1.5143, -0.1987)
C (-2.0305, 2.6733, 0.2964)
N (-0.6724, 2.4902, -0.2426)
H (-2.5731, -0.5235, -0.3281)
H (-2.3794, 0.0515, 1.1666)
H (-3.8945, 1.5760, 0.1778)
H (-2.9128, 1.5371, -1.2908)
H (-1.9748, 2.6626, 1.3878)
H (-2.4756, 3.6253, -0.0004)
H (-0.0186, 3.0874, 0.2457)
H (-0.6559, 2.8100, -1.2072)
C (-0.1004, -4.8978, -0.1683)
N (-0.1037, -4.2994, 1.1627)
C (1.2645, -4.2989, 1.6781)
N (2.2271, -3.6365, 0.8046)
C (2.1539, -4.2433, -0.5243)
N (0.8074, -4.2354, -1.0984)
C (0.3563, -2.8797, -1.4007)
P (0.3224, -1.7739, 0.0932)
C (-0.6664, -2.9525, 1.1446)
C (2.0016, -2.1950, 0.7389)
H (-1.1127, -4.8752, -0.5775)
H (0.2102, -5.9397, -0.0699)
H (1.5740, -5.3388, 1.8003)
H (1.2776, -3.8152, 2.6564)
H (2.4779, -5.2823, -0.4432)
H (2.8362, -3.7188, -1.1956)
H (-0.6486, -2.9265, -1.8281)
H (0.9978, -2.4572, -2.1742)
H (-1.6893, -3.0028, 0.7551)
H (-0.7281, -2.5867, 2.1692)
H (2.1292, -1.7556, 1.7301)
H (2.7548, -1.7312, 0.0945)

The following is a quantum chemistry calculation of a molecular structure, C15H22GdN8S7Sb, from OMol25.

HOMO-LUMO gap (alpha / beta)	7.2088 / 5.6300	eV
HOMO level (alpha / beta)	-10.252 / -10.107	eV
LUMO (alpha / beta)	-3.04 / -4.48	eV
relative energy (zero: lowest compared OMol25 entry of this formula, charge and spin)	1.659	eV
net charge	+1
energy	-131047.949	eV
2S+1	7

Positions of all 54 atoms, in Å:
Gd (-0.3104, 0.3538, 0.2233)
C (1.4785, -1.3351, 4.4270)
C (0.6175, -1.2448, 3.2126)
N (1.0230, -1.2628, 2.0026)
N (2.3345, -1.4564, 1.6982)
C (2.6280, -1.8639, 0.4365)
N (3.9300, -2.0446, 0.1809)
S (1.4594, -2.1291, -0.7338)
C (-0.8665, -1.1798, 3.3388)
C (-1.5095, -1.2872, 4.5597)
C (-2.8984, -1.2962, 4.5853)
C (-3.5924, -1.2114, 3.3956)
C (-2.8653, -1.0903, 2.2184)
N (-1.5405, -1.0659, 2.1847)
H (2.4662, -1.7380, 4.2109)
H (1.0363, -1.9769, 5.1849)
H (1.5964, -0.3368, 4.8555)
H (3.0578, -1.1957, 2.3520)
H (4.6501, -1.8048, 0.8417)
H (4.1945, -2.2667, -0.7629)
H (-0.9495, -1.3516, 5.4795)
H (-3.4238, -1.3710, 5.5274)
H (-4.6719, -1.2185, 3.3669)
H (-3.3686, -0.9892, 1.2640)
S (-0.4760, 3.0856, -0.7194)
Sb (0.5474, 3.3657, 1.4957)
S (2.0730, 1.6921, 0.7167)
S (-1.0684, 1.9134, 2.3879)
C (-2.8780, 2.0802, -3.9290)
C (-3.7103, 1.4975, -2.7895)
C (-3.1367, 0.2236, -2.2678)
N (-2.3689, 0.1460, -1.2370)
N (-1.9142, -1.1216, -0.9693)
C (-2.3238, -2.0046, -1.8399)
N (-1.9825, -3.3044, -1.7700)
S (-3.3716, -1.3202, -3.0324)
H (-3.3297, 3.0078, -4.2763)
H (-2.8235, 1.3946, -4.7757)
H (-1.8608, 2.2863, -3.5970)
H (-4.7400, 1.3233, -3.1086)
H (-3.7486, 2.1872, -1.9446)
H (-1.2087, -3.5238, -1.1584)
H (-2.1198, -3.9041, -2.5644)
S (0.5160, 0.5745, -2.7873)
C (2.0354, 1.2774, -2.7211)
N (2.2902, 2.5671, -2.6239)
C (3.6625, 2.9534, -2.3187)
C (4.5358, 1.8176, -2.8507)
S (3.4897, 0.3319, -2.7645)
H (1.5119, 3.1924, -2.4479)
H (3.7642, 3.0621, -1.2365)
H (3.8976, 3.8973, -2.8079)
H (5.4183, 1.6775, -2.2315)
H (4.8439, 1.9870, -3.8805)

Q: Look up the net charge of the first one.
A: +1

Q: Among the records above, which one has the highest energy?
A: C38H46FeN6P3

Q: The lowest relative energy (zero: lowest compared OMol25 entry of this formula, charge and spin) belongs to which entry?
A: C38H46FeN6P3